1.
The following is a DFT calculation (ωB97M-V with the def2-TZVPD basis set) of a single C23H30N4O4 molecule.

The geometry in XYZ format:
```
61
Properties=species:S:1:pos:R:3:forces:R:3
O 1.880746 -0.203517 2.961911 0.0999 0.1602 0.4321
O -3.759513 -2.884662 -1.393120 -0.0909 -0.8185 -0.2839
O 1.095886 -0.394703 -1.424463 0.1470 -0.1376 -0.1932
O -0.313267 -0.890064 -4.132602 0.0478 -0.2085 -0.1777
N 1.749505 1.233531 -0.017359 0.3070 0.0272 0.2440
N -1.666695 -0.329768 -2.399471 -0.3341 0.2640 0.3329
N -3.271650 -1.618227 -1.317762 0.4702 1.1692 0.0383
N 1.062606 -1.423469 1.236195 -0.2061 -0.2874 -0.2023
C -3.478460 -4.973385 -2.601718 -0.0652 0.1464 0.2228
C -1.275934 -3.713008 0.708099 -0.1427 -0.0455 0.1608
C -2.336902 -1.517930 -2.236394 -0.5597 -0.8580 0.1571
C -0.657783 -0.092746 -3.297302 -0.0342 0.4735 -0.1155
C 0.454913 2.791621 1.323758 0.2136 0.0134 -0.0891
C 1.055548 0.775674 -1.076286 -0.1034 0.3859 -0.0694
C 0.234678 1.816471 -1.822310 -0.0562 -0.2599 -0.2958
C 1.247181 5.018966 1.672361 -0.0317 -0.1392 -0.0263
C -1.206411 -2.370634 1.431712 0.0064 -0.0144 -0.0887
C 2.524574 3.512253 0.326316 -0.1038 0.0162 0.0645
C 2.369603 4.769208 0.890825 0.0110 -0.0983 -0.0621
C 0.287757 4.044773 1.901721 0.0365 0.0578 -0.0594
C 2.616530 0.330809 0.723870 0.0974 -0.3192 0.1877
C 0.750196 -3.752989 1.983769 -0.0857 -0.1030 0.1327
C -0.445726 -4.625610 1.603796 0.0738 -0.0064 -0.1036
C 0.217477 -2.302716 2.013487 0.0061 0.0977 0.2728
C 3.400499 5.836189 0.685517 0.0231 0.0034 0.0544
C -2.188792 -2.739418 -2.944059 -0.3422 -0.2447 0.2548
C 1.821008 -0.459856 1.776740 0.3277 0.1797 -0.4716
C -3.112631 -3.556555 -2.362315 0.4705 0.4654 -0.3073
C -0.903638 4.313018 2.767890 -0.0098 -0.0292 0.0264
C -0.101982 1.324043 -3.229623 0.1681 -0.1421 0.0894
C 1.566068 2.531245 0.539958 -0.2049 0.3250 0.1312
H -1.824526 4.072223 2.239149 -0.0899 0.0163 0.0151
H 3.378785 0.923238 1.231859 -0.1111 -0.1141 -0.0315
H 0.797113 1.329706 -3.847303 -0.1201 -0.0500 -0.0091
H -3.081848 -5.602063 -1.804867 0.0098 -0.0750 0.0188
H -0.668356 2.024811 -1.241712 0.0514 0.1003 0.0349
H 0.220656 -1.896864 3.028307 -0.0176 -0.0784 -0.1625
H -1.018861 -4.887297 2.494529 -0.0527 -0.0638 0.0381
H 1.190926 -4.042084 2.935798 0.1146 -0.0064 0.0071
H 1.126896 5.996140 2.117944 -0.0412 0.1315 0.0585
H 1.054808 -1.531152 0.227338 0.1212 0.1603 0.0942
H -1.503797 -2.938546 -3.737956 0.1004 -0.1142 -0.1769
H -0.834276 1.992660 -3.689438 0.0410 -0.0030 -0.0200
H 4.017054 5.932213 1.579197 0.0815 0.0585 0.0164
H 0.796321 2.750784 -1.881037 -0.1388 -0.0099 0.0714
H -3.067045 -5.303794 -3.550301 0.0025 -0.0296 -0.0401
H -0.269528 2.010334 1.501723 -0.0833 -0.1414 0.0174
H -1.937696 -2.349439 2.239649 -0.0570 0.0137 0.0303
H -0.142982 -5.545864 1.106323 -0.0217 -0.0967 0.0521
H 1.523493 -3.828359 1.217561 0.0424 0.0008 0.0098
H -0.811743 -3.633694 -0.276845 -0.0053 -0.0139 -0.1178
H -2.300448 -4.058988 0.583997 -0.0290 -0.0064 -0.1239
H 3.080389 -0.360027 0.014805 -0.0027 0.0904 0.0728
H 2.927665 6.798779 0.502536 0.0267 0.0832 -0.0321
H 3.388758 3.287520 -0.281740 0.0996 -0.0326 -0.0937
H -0.860517 3.688688 3.659330 -0.0581 -0.0029 0.0881
H -0.937745 5.354748 3.075123 -0.0499 0.0568 0.0428
H -1.412105 -1.531887 0.768196 -0.0579 0.0703 0.0748
H -4.560713 -5.082971 -2.611125 -0.0570 -0.0600 -0.0516
H -1.936228 0.386296 -1.742001 0.1012 0.0044 -0.0896
H 4.050158 5.596342 -0.152176 0.0656 0.0388 -0.0498
```
Forces are in eV/Å.

Kohn-Sham gap: 9.543 eV
LUMO energy: 0.5 eV
SMILES string: Cc1cc(C)cc(N(CC(=O)NC2CCCC2)C(=O)CCC(=O)Nc2cc(C)on2)c1
2S+1: 1

---

2.
The following is a DFT calculation (ωB97M-V with the def2-TZVPD basis set) of 2 unconnected molecules or ions with the total composition CHN4O.

The geometry in XYZ format:
```
7
Properties=species:S:1:pos:R:3:forces:R:3
O 1.580679 0.713049 0.238258 0.7601 -1.8876 -0.3173
N 0.762598 0.210462 -0.623163 -4.2566 8.9215 3.2030
N 0.504716 -1.300948 -2.251720 -2.2989 -1.1533 -3.2344
N -2.261674 0.027332 1.049794 -1.1399 -0.3921 -0.3548
N 0.860221 -0.763331 -1.279790 5.9410 -5.8948 0.4179
C -1.193080 0.376233 1.228681 1.1627 0.6033 1.1026
H -0.253460 0.737203 1.637940 -0.1684 -0.1970 -0.8171
```
Forces are in eV/Å.

Total charge: -1
Kohn-Sham gap (alpha / beta): 5.807 / 7.887 eV
LUMO energy (alpha / beta): 4.4 / 4.3 eV
2S+1: 3

---

3.
The following is a DFT calculation (ωB97M-V with the def2-TZVPD basis set) of 3 unconnected molecules or ions with the total composition C2H9NO3.

The geometry in XYZ format:
```
15
Properties=species:S:1:pos:R:3:forces:R:3
O 2.751382 1.971151 2.369418 -0.0083 -0.1346 -0.3395
O -2.881010 0.429170 -6.073030 -0.0549 -0.1119 0.0076
O -2.765668 -3.109510 3.027338 0.0197 0.0031 0.0976
N 0.959574 0.075064 1.003008 -0.1068 0.0849 -0.0163
C 2.768051 1.829151 1.171375 0.0929 -0.1178 0.3440
C 1.615425 1.209384 0.391208 0.1406 0.2649 0.0571
H -2.643160 -2.831949 3.942545 -0.0137 -0.0711 -0.1242
H 1.950599 0.944881 -0.616276 -0.0400 0.0832 0.0885
H -3.638051 -0.073990 -5.753435 0.0546 0.0726 -0.0123
H -2.279470 -0.236290 -6.421641 0.0015 0.0405 0.0054
H 0.899601 2.036682 0.304830 -0.0596 -0.1232 -0.2343
H -2.584185 -4.054978 3.022135 -0.0067 0.0666 0.0321
H 3.650780 2.165597 0.586516 -0.1127 0.0751 -0.0171
H 0.575453 0.321095 1.906347 0.0793 -0.0077 0.0194
H 1.620679 -0.675458 1.139663 0.0141 -0.1248 0.0919
```
Forces are in eV/Å.

Kohn-Sham gap: 10.164 eV
LUMO energy: 0.9 eV
SMILES string: NCC=O.O.O
2S+1: 1